Model i:
{
  "formula": "C5H13NO3",
  "method": "the ωB97M-V functional and the def2-TZVPD basis",
  "species": ["C", "C", "N", "C", "O", "H", "H", "H", "H", "H", "H", "H", "H", "H", "C", "C", "O", "O", "H", "H", "H", "H"],
  "coordinates": [[1.38, -0.07, 1.40], [1.88, -0.04, -0.05], [3.05, 0.81, -0.25], [0.79, 0.42, -1.02], [-0.33, -0.43, -1.13], [2.16, -0.42, 2.07], [1.08, 0.94, 1.71], [0.53, -0.75, 1.49], [2.18, -1.06, -0.33], [2.82, 1.77, -0.01], [3.81, 0.52, 0.35], [0.39, 1.39, -0.70], [1.25, 0.55, -2.01], [-0.30, -1.38, -0.68], [-3.20, -0.40, -0.85], [-2.17, -0.48, 0.24], [-1.66, -1.53, 0.67], [-1.96, 0.70, 0.83], [-3.32, -1.38, -1.30], [-4.14, -0.07, -0.42], [-2.87, 0.32, -1.60], [-1.38, 0.58, 1.59]],
  "smiles": "C[C@H](N)CO.CC(=O)O",
  "homo_lumo_gap_ev": 10.3,
  "charge": 0,
  "spin_multiplicity": 1
}

---

Model ii:
{
  "formula": "C5H13NO3",
  "method": "the ωB97M-V functional and the def2-TZVPD basis",
  "species": ["C", "C", "C", "C", "C", "N", "O", "O", "O", "H", "H", "H", "H", "H", "H", "H", "H", "H", "H", "H", "H", "H"],
  "coordinates": [[0.16, -0.24, 0.93], [-1.26, -1.77, -0.68], [0.17, -0.12, -0.46], [1.24, 1.59, 0.88], [2.70, 1.42, 0.59], [-2.49, -0.96, -0.71], [-0.93, -0.09, 1.71], [-1.01, -2.24, -1.99], [-0.57, 0.75, -1.19], [-1.34, 0.78, 1.55], [-0.70, -1.50, -2.52], [-1.54, 0.43, -1.11], [0.92, -0.86, 1.39], [-1.33, -2.64, -0.02], [1.04, -0.54, -0.97], [-3.18, -1.36, -1.34], [-2.92, -0.94, 0.21], [0.74, 2.36, 0.30], [1.02, 1.80, 1.93], [3.13, 0.60, 1.18], [3.28, 2.33, 0.81], [2.87, 1.20, -0.47]],
  "homo_lumo_gap_ev": 7.5,
  "charge": 0,
  "spin_multiplicity": 1
}

---

In terms of stability, model i leads; the second structure lies 104.5 kcal/mol higher.

---

Model i:
{
  "formula": "C3H11NS2",
  "method": "the ωB97M-V functional and the def2-TZVPD basis",
  "species": ["C", "N", "C", "H", "H", "H", "H", "H", "H", "H", "C", "S", "S", "H", "H", "H", "H"],
  "coordinates": [[0.39, 1.94, 0.09], [-0.73, 1.04, 0.05], [-1.16, 0.58, -1.28], [0.64, 2.10, 1.14], [0.26, 2.94, -0.35], [1.25, 1.47, -0.39], [-1.52, 1.32, 0.61], [-1.30, -0.50, -1.30], [-2.16, 0.98, -1.51], [-0.46, 0.90, -2.05], [-0.18, -2.35, 0.82], [1.40, -2.27, -0.05], [2.49, -0.98, 1.12], [-0.29, -1.49, 1.46], [-0.99, -2.39, 0.08], [-0.26, -3.29, 1.37], [2.63, -0.01, 0.21]],
  "smiles": "CNC.CSS",
  "homo_lumo_gap_ev": 9.2,
  "charge": 0,
  "spin_multiplicity": 1
}

---

Model ii:
{
  "formula": "C3H11NS2",
  "method": "the ωB97M-V functional and the def2-TZVPD basis",
  "species": ["C", "C", "N", "H", "H", "H", "H", "H", "H", "H", "C", "S", "S", "H", "H", "H", "H"],
  "coordinates": [[1.48, -0.37, -2.28], [2.40, -0.08, -1.07], [1.68, -0.42, 0.15], [2.04, -0.51, -3.20], [0.96, -1.30, -2.06], [0.73, 0.40, -2.43], [3.34, -0.63, -1.17], [2.63, 0.99, -1.00], [1.13, -1.27, 0.06], [2.29, -0.62, 0.94], [-2.22, 0.42, 2.56], [-2.87, -0.59, 1.22], [-3.19, 0.65, -0.41], [-1.30, 0.92, 2.28], [-2.09, -0.28, 3.40], [-3.01, 1.06, 2.95], [-3.99, 1.63, 0.05]],
  "smiles": "CCN.CSS",
  "homo_lumo_gap_ev": 9.2,
  "charge": 0,
  "spin_multiplicity": 1
}

---

In terms of stability, model ii leads; the second structure lies 6.3 kcal/mol higher.